[1]
Below is a structure of composition C14H36HfNO13S4 in a non-equilibrium geometry, with properties calculated with the ωB97M-V functional and the def2-TZVPD basis.

```
69
Properties=species:S:1:pos:R:3:lowdin_charge:R:1
Hf -1.92027 -43.12300 -2.72351 1.37
N -6.96682 -40.57048 -2.45297 -0.63
O -7.75507 -40.43285 -3.32447 0.23
O -6.89369 -39.92924 -1.45220 0.20
O -6.08796 -41.42478 -2.67966 0.12
C -7.79183 -45.44962 -7.16767 -0.21
S -5.89973 -45.59228 -7.51293 0.97
O -5.10574 -45.26565 -6.22838 -0.55
C -5.89111 -47.50108 -7.49867 -0.19
H -8.40020 -45.44669 -8.07208 0.05
H -8.09936 -44.53091 -6.66816 0.05
H -8.33710 -46.24922 -6.66623 0.06
H -4.84841 -47.78118 -7.34897 0.05
H -6.41392 -47.89938 -8.36823 0.07
H -6.41814 -47.82851 -6.60250 0.06
C -5.88023 -42.81112 3.66990 -0.20
S -4.60641 -44.06898 3.18745 0.95
O -4.10164 -43.74366 1.80551 -0.49
C -3.35404 -43.79946 4.48778 -0.21
H -6.80597 -43.25356 4.03782 0.07
H -6.28878 -42.10174 2.95021 0.07
H -5.38994 -42.17009 4.40254 0.05
H -3.74159 -44.15788 5.44144 0.08
H -3.11537 -42.73643 4.45476 0.06
H -2.41145 -44.29681 4.25912 0.07
C -1.97160 -35.07986 -2.57549 -0.19
S -2.86816 -36.18378 -3.73771 0.95
O -2.81330 -37.58966 -3.13208 -0.49
C -4.56920 -35.67037 -3.37412 -0.22
H -2.62095 -35.11760 -1.70083 0.06
H -2.04156 -34.15485 -3.14781 0.07
H -0.94871 -35.41492 -2.40358 0.07
H -4.84880 -34.67973 -3.73267 0.08
H -4.66949 -35.71729 -2.28976 0.06
H -5.30134 -36.30239 -3.87673 0.07
C 0.96239 -39.59749 3.26293 -0.20
S -0.24416 -38.98032 1.89829 0.89
O -0.76797 -40.15274 1.11592 -0.57
C -1.59938 -38.46242 3.03994 -0.24
H 1.12077 -38.90952 4.09342 0.06
H 1.98623 -39.60753 2.88908 0.05
H 0.59984 -40.54412 3.66360 0.06
H -1.21809 -37.63868 3.64339 0.06
H -1.77705 -39.12353 3.88815 0.05
H -2.48218 -38.40575 2.40310 0.05
C -14.19903 -40.22609 6.51998 -0.06
O -13.45889 -39.18114 5.89630 0.03
C -12.67037 -39.44127 4.84738 -0.57
O -12.55516 -40.53767 4.29541 0.12
O -12.02373 -38.32180 4.62111 0.02
C -10.99014 -38.28334 3.70030 -0.06
H -15.14920 -39.89449 6.93869 0.09
H -13.71088 -40.60843 7.41643 0.09
H -14.53434 -41.17305 6.09695 0.10
H -11.15728 -38.78854 2.74901 0.11
H -10.10943 -38.51615 4.29884 0.10
H -10.67000 -37.25677 3.52210 0.09
C -16.21353 -37.14959 0.20548 -0.07
O -15.53562 -37.01675 -0.98920 0.02
C -14.99013 -38.10385 -1.64513 -0.55
O -14.92960 -39.22428 -1.20313 0.17
O -14.50496 -37.62003 -2.74156 0.05
C -13.79344 -38.28949 -3.77393 -0.03
H -15.62230 -36.91673 1.09112 0.10
H -16.45193 -38.18873 0.43232 0.10
H -17.13553 -36.57697 0.30603 0.11
H -13.23429 -39.21625 -3.64513 0.09
H -12.95291 -37.63264 -3.99790 0.09
H -14.28899 -38.46656 -4.72848 0.10
```

## Properties
**LUMO level**: -13.3313 eV
**Calculated total energy**: -3226.75008 hartree
**Frontier orbital gap**: 0.04953 hartree
**Total charge**: +3


[2]
Below is a structure of composition C14H36N2NbO3 in a non-equilibrium geometry, with properties calculated with the ωB97M-V functional and the def2-TZVPD basis.

```
56
Properties=species:S:1:pos:R:3:lowdin_charge:R:1
C 4.89463 0.62701 0.35199 -0.12
O 4.95672 -0.74790 0.04577 -0.20
C 3.67899 -1.37481 0.05196 -0.25
C 2.78984 -0.99771 -1.11295 -0.19
C 1.39848 -1.61205 -0.93351 -0.21
C 0.54404 -1.51364 -2.20161 -0.21
C -0.48800 -0.37707 -2.29749 -0.34
C -1.15955 0.10250 -0.99101 -0.42
Nb -3.37766 -0.51554 -0.93320 1.10
C -3.05524 -1.07027 1.27687 -0.40
H 4.28209 0.80338 1.23708 0.08
H 4.48327 1.18722 -0.48853 0.08
H 5.89197 1.01375 0.54092 0.07
H 3.17955 -1.11201 0.99208 0.12
H 3.83323 -2.45034 0.07088 0.12
H 2.66732 0.08142 -1.16955 0.11
H 3.24389 -1.38418 -2.02125 0.11
H 1.57322 -2.67384 -0.74018 0.11
H 0.94346 -1.21675 -0.03163 0.09
H 0.06330 -2.47164 -2.38147 0.09
H 1.23362 -1.39605 -3.03783 0.09
H -0.06050 0.47987 -2.81969 0.08
H -1.26888 -0.72933 -2.97040 0.03
H -0.67884 -0.19283 -0.06209 -0.01
H -1.17970 1.19411 -0.99450 0.01
H -3.93555 1.17155 -0.39472 -0.18
H -3.69295 0.08838 -2.63496 -0.19
H -2.91299 -2.19696 -1.55015 -0.15
H -5.10530 -1.11590 -0.78960 -0.17
H -3.82307 -1.72913 1.66690 -0.06
H -2.06475 -1.52178 1.31522 -0.06
H -2.99006 -0.13248 1.83169 -0.05
C 6.27752 3.50820 3.32396 -0.35
O 5.24853 2.91157 3.08651 0.02
N 7.39334 2.93646 3.82574 -0.20
C 8.59740 3.69536 4.08985 -0.07
C 7.37332 1.51021 4.10534 -0.04
H 6.38903 4.59218 3.14263 0.13
H 9.42718 3.30032 3.49931 0.09
H 8.85599 3.63255 5.14947 0.09
H 8.44576 4.74022 3.82702 0.08
H 7.15916 0.95334 3.19256 0.09
H 6.59190 1.28378 4.83137 0.09
H 8.33788 1.20176 4.50127 0.08
C -7.67142 -2.07761 -1.66859 -0.39
O -6.67095 -2.35283 -2.28365 -0.03
N -8.57981 -1.14750 -2.06008 -0.21
C -9.75779 -0.84345 -1.28199 -0.08
C -8.33955 -0.43720 -3.30214 -0.05
H -7.92852 -2.55537 -0.70516 0.13
H -10.66031 -1.04030 -1.86884 0.08
H -9.75271 0.20859 -0.98467 0.09
H -9.78079 -1.45978 -0.38528 0.08
H -8.28653 -1.14418 -4.13218 0.09
H -7.38813 0.09379 -3.24787 0.10
H -9.14509 0.27292 -3.47963 0.08
```

## Properties
**LUMO level**: 1.9340 eV
**Calculated total energy**: -946.94436 hartree
**Frontier orbital gap**: 0.21562 hartree
**Total charge**: -1


[3]
Below is a structure of composition C14H37AsIrN7OPS in a non-equilibrium geometry, with properties calculated with the ωB97M-V functional and the def2-TZVPD basis.

```
63
Properties=species:S:1:pos:R:3:lowdin_charge:R:1
Ir 0.34142 -0.92355 0.50144 0.94
C 4.50367 -3.38443 -0.70368 -0.16
As 3.95234 -1.71396 0.06764 1.09
C 4.48009 -0.26469 -1.08564 -0.17
C 4.70734 -1.49972 1.83009 -0.16
O 2.24339 -1.73856 0.25559 -0.71
H 5.59485 -3.38499 -0.72593 0.07
H 4.12270 -3.46784 -1.71970 0.06
H 4.15329 -4.21722 -0.09752 0.06
H 5.56700 -0.29305 -1.17614 0.07
H 4.17906 0.69339 -0.66816 0.03
H 4.03686 -0.41049 -2.06940 0.06
H 5.79367 -1.53878 1.73893 0.07
H 4.37548 -2.31827 2.46647 0.06
H 4.41967 -0.53888 2.25249 0.05
N -0.70694 -0.81754 3.49803 0.00
N 0.44895 -1.25112 2.81018 -0.14
H -0.52169 -0.05604 4.13609 0.11
H -1.17039 -1.57200 3.98594 0.11
H 0.62423 -2.24208 2.95814 0.12
H 1.28289 -0.75595 3.11544 0.11
C -4.32207 -3.60329 -0.09160 -0.08
N -3.07026 -4.26944 -0.48037 -0.05
C -2.97171 -4.45409 -1.92686 -0.07
N -2.96137 -3.08144 -2.42801 -0.04
C -4.21338 -2.37373 -2.11937 -0.08
N -4.32029 -2.26297 -0.66857 -0.13
C -3.40327 -1.35064 -0.07017 -0.26
P -1.60478 -1.95053 -0.32564 0.87
C -1.89984 -3.76962 0.16329 -0.24
C -1.77325 -2.33299 -2.18870 -0.23
H -4.40564 -3.54926 0.99323 0.16
H -5.17097 -4.16820 -0.47414 0.16
H -3.83830 -4.99287 -2.30404 0.17
H -2.06704 -4.99319 -2.20397 0.16
H -5.05811 -2.93820 -2.51150 0.16
H -4.21420 -1.38617 -2.57919 0.16
H -3.59187 -1.25696 1.00072 0.11
H -3.50036 -0.35974 -0.51656 0.12
H -2.02401 -3.81765 1.24819 0.12
H -1.02194 -4.35397 -0.11861 0.12
H -0.88906 -2.88956 -2.50454 0.12
H -1.80421 -1.38236 -2.72645 0.12
C 1.13172 5.99644 2.09856 -0.05
C -0.00468 5.11173 1.60957 -0.18
N 0.46418 3.74814 1.27511 0.05
C 0.52861 3.12746 0.12348 -0.66
S 1.01266 1.40481 0.12444 0.67
N 0.37658 3.65576 -1.06802 0.05
C 0.47644 5.07149 -1.49366 -0.18
C -0.86194 5.61217 -1.97786 -0.05
H 0.73140 6.97116 2.37296 0.10
H 1.89395 6.14266 1.33185 0.08
H 1.61396 5.57953 2.98382 0.09
H -0.52032 5.54477 0.75781 0.10
H -0.73888 4.99054 2.40726 0.14
H 0.80510 3.23562 2.07622 0.14
H 0.28276 3.00628 -1.83739 0.14
H 1.19612 5.09311 -2.31269 0.14
H 0.89075 5.66620 -0.68458 0.10
H -1.25398 5.02067 -2.80567 0.09
H -0.72171 6.62983 -2.33923 0.10
H -1.60466 5.62431 -1.17940 0.08
```

## Properties
**LUMO level (spin up / spin down)**: -10.8193 / -14.8144 eV
**Calculated total energy**: -4092.18940 hartree
**Frontier orbital gap (spin up / spin down)**: 0.35035 / 0.18554 hartree
**Spin multiplicity**: 6
**Total charge**: +4